# C18H38ClF5NO3Si2

A 2-piece molecular cluster, C18H38ClF5NO3Si2 overall (ωB97M-V/def2-TZVPD, the Open Molecules 2025 dataset).

Summary:
F_max   0.5 eV/Å
Total charge   +1
HOMO   -11.69 eV
Energy   -68776.2997 eV
E_LUMO   -0.136 Eh

Geometry (Å):
C -3.3881 -1.2351 0.7697
C -3.7663 -0.6890 -0.6075
O -3.5335 -1.5920 -1.6725
C -2.1530 -1.9066 -1.8518
C -1.3794 -0.8474 -2.6505
C -0.7199 0.2001 -1.7392
C -0.1580 1.4401 -2.4420
C 1.2950 1.2209 -2.8916
Si 2.5000 1.3204 -1.4532
O 1.5871 1.4906 -0.0668
Si 1.9599 1.1526 1.5078
C 1.5111 -0.6263 1.8126
C 1.4964 -1.0690 3.2771
C 0.9826 -2.4901 3.5364
C 1.5096 -3.5805 2.6240
F 2.8226 -3.4007 2.3766
F 1.3823 -4.7629 3.2590
C 0.7997 -3.7595 1.2303
F 1.5203 -3.2204 0.2417
F 0.6005 -5.0299 0.9424
F -0.4011 -3.1473 1.2330
C 3.5587 -0.2436 -1.4021
Cl 4.9866 0.0291 -0.3481
C 3.9727 -0.6646 -2.8287
C 3.1163 -1.8068 -3.4059
H -2.3559 -0.9991 1.0535
H -4.0422 -0.8155 1.5386
H -3.4828 -2.3231 0.7782
H -3.2302 0.2396 -0.8113
H -4.8292 -0.4434 -0.6406
H -1.6683 -2.0227 -0.8716
H -2.1240 -2.8837 -2.3328
H -0.6118 -1.3545 -3.2451
H -2.0698 -0.3592 -3.3457
H -1.4518 0.5194 -0.9947
H 0.0838 -0.2891 -1.1735
H -0.7866 1.6826 -3.3061
H -0.2153 2.3026 -1.7683
H 1.3546 0.2329 -3.3588
H 1.5858 1.9548 -3.6495
H 3.4084 2.4783 -1.5939
H 3.3720 1.4402 1.8113
H 1.1098 2.0350 2.3612
H 2.2455 -1.2214 1.2604
H 0.5389 -0.8015 1.3322
H 2.5071 -0.9790 3.6847
H 0.8587 -0.3997 3.8645
H -0.1080 -2.5280 3.5157
H 1.2898 -2.8085 4.5361
H 3.0093 -1.0666 -0.9376
H 3.9493 0.1969 -3.5065
H 5.0200 -0.9668 -2.7822
H 2.3531 -2.1397 -2.6960
H 3.7344 -2.6704 -3.6526
H 2.5957 -1.5167 -4.3205
C -1.2147 2.5733 1.2906
C -2.6642 2.8392 1.0768
O -3.4068 2.3603 0.3016
N -3.2840 3.8910 2.0378
C -2.9875 5.2993 1.5947
H -0.7652 2.3219 0.3289
H -0.6794 3.4067 1.7413
H -1.1290 1.7047 1.9498
H -2.9554 3.7470 2.9942
H -4.2923 3.7219 2.0065
H -1.9105 5.4342 1.5626
H -3.4315 5.9884 2.3068
H -3.4223 5.4361 0.6088

# C5H9N3O

One molecule with the formula C5H9N3O (ωB97M-V/def2-TZVPD, the Open Molecules 2025 dataset).

Summary:
F_max   2.6 eV/Å
Total charge   0
HOMO   -8.69 eV
SMILES string   [H]/N=C1\O[C@]1(C)/C(C)=N/N
ΔE to the lowest compared entry with this formula, charge and spin   335.67 kJ/mol
Energy   -11845.9292 eV
E_LUMO   0.029 Eh

Geometry (Å):
H -0.8794 -3.6185 0.9176
N -0.3427 -2.9965 0.3163
C -0.3379 -1.8139 0.6760
O -0.7289 -0.9818 1.6355
C 0.3047 -0.4476 0.7245
C 1.6359 -0.1852 1.3747
C -0.2196 0.4221 -0.3411
C 0.2856 1.8276 -0.4913
N -1.0939 -0.1755 -1.0655
N -1.9111 0.4872 -1.9115
H 1.5218 0.4720 2.2372
H 2.0816 -1.1228 1.7123
H 2.3116 0.2808 0.6561
H -0.4301 2.4681 -1.0105
H 1.2197 1.8512 -1.0398
H 0.4764 2.2639 0.4954
H -1.6182 1.3945 -2.2579
H -2.2755 -0.1255 -2.6281

# C4H12N2O

A 2-piece molecular cluster, C4H12N2O overall (ωB97M-V/def2-TZVPD, the Open Molecules 2025 dataset).

Summary:
F_max   2.6 eV/Å
Total charge   0
HOMO   -7.12 eV
SMILES string   N/C=C\CCN.O
ΔE to the lowest compared entry with this formula, charge and spin   398.78 kJ/mol
Energy   -9367.0607 eV
E_LUMO   0.016 Eh

Geometry (Å):
N 1.3560 2.6025 -1.6372
C 0.5735 1.4862 -1.3754
C 0.5794 0.8052 -0.2103
C -0.1422 1.1403 1.0560
C -0.6594 -0.1488 1.7290
N -1.0697 -1.2979 0.9226
H 1.5990 2.6326 -2.6164
H 2.2246 2.7431 -1.1492
H 0.0964 1.1769 -2.3283
H 0.9195 -0.2173 -0.3637
H 0.4677 1.6366 1.8132
H -1.0403 1.6625 0.7601
H 0.0943 -0.5163 2.4348
H -1.5490 0.1875 2.3267
H -1.0450 -0.9740 -0.0415
H -2.0314 -1.5704 1.0902
O 0.1192 -4.1242 -0.8190
H 0.0809 -3.3952 -0.1734
H -0.5736 -3.8293 -1.4183

# C34H32ClNO10P

A 6-piece molecular cluster, C34H32ClNO10P overall (ωB97M-V/def2-TZVPD, the Open Molecules 2025 dataset).

Summary:
F_max   0.4 eV/Å
Total charge   +1
HOMO   -11.23 eV
Energy   -79541.1896 eV
E_LUMO   -0.155 Eh

Geometry (Å):
N -2.0836 1.3736 2.4993
C -0.6579 1.3145 2.7863
C -0.0774 -0.1034 2.7119
C 1.4436 -0.1952 2.8878
C 1.9160 -0.5313 4.3127
P 1.6080 0.7503 5.5149
Cl -0.0093 0.4863 6.5862
H -2.6356 1.3586 3.3484
H -2.3448 0.5435 1.9718
H -0.4774 1.7761 3.7685
H -0.1271 1.9430 2.0575
H -0.3369 -0.5049 1.7269
H -0.5882 -0.7485 3.4384
H 1.8516 -0.9791 2.2457
H 1.9288 0.7337 2.5684
H 3.0048 -0.6508 4.3604
H 1.4508 -1.4469 4.6947
H 2.6670 0.8415 6.4167
H 1.4965 2.0034 4.9175
C -5.1812 -0.9699 -0.7668
C -5.9485 -0.5097 -1.7503
C -5.6160 0.7576 -2.4511
O -6.3179 1.1794 -3.3438
C -4.4007 1.4888 -2.0132
C -3.6360 1.0352 -1.0232
C -3.9699 -0.2344 -0.3321
O -3.2690 -0.6816 0.5584
H -5.3944 -1.8910 -0.2399
H -6.8406 -1.0215 -2.0886
H -4.1816 2.4067 -2.5438
H -2.7501 1.5626 -0.6931
C 1.1413 0.5123 -2.2861
C 2.3406 -0.0676 -2.2594
C 3.3534 0.3251 -1.2470
O 4.4495 -0.1959 -1.1988
C 2.9895 1.3921 -0.2783
C 1.7914 1.9643 -0.3088
C 0.7651 1.5580 -1.3056
O -0.3310 2.0755 -1.2932
H 0.3822 0.2429 -3.0096
H 2.6284 -0.8452 -2.9599
H 3.7588 1.6745 0.4302
H 1.5025 2.7608 0.3657
C 6.8229 -1.5163 1.7451
C 6.0469 -0.5601 2.2474
C 5.6457 -0.5678 3.6713
O 4.9077 0.2996 4.1166
C 6.1557 -1.6572 4.5329
C 6.9355 -2.6150 4.0383
C 7.3276 -2.6248 2.6008
O 8.0278 -3.4985 2.1500
H 7.1261 -1.5402 0.7061
H 5.6740 0.2613 1.6489
H 5.8640 -1.6235 5.5753
H 7.3250 -3.4252 4.6413
C 4.5846 -4.1830 -5.2625
C 5.7739 -4.7781 -5.2403
C 6.8033 -4.4076 -4.2328
O 7.8851 -4.9493 -4.2110
C 6.4520 -3.3464 -3.2528
C 5.2629 -2.7509 -3.2743
C 4.2411 -3.1267 -4.2809
O 3.1517 -2.5848 -4.2994
H 3.8168 -4.4318 -5.9839
H 6.0555 -5.5525 -5.9423
H 7.2201 -3.0953 -2.5321
H 4.9797 -1.9733 -2.5754
C -10.7009 4.4786 -1.2444
C -11.1207 3.2194 -1.1616
C -10.4006 2.1211 -1.8569
O -10.7700 0.9700 -1.7647
C -9.2048 2.4834 -2.6592
C -8.7832 3.7423 -2.7381
C -9.4938 4.8395 -2.0335
O -9.1028 5.9849 -2.0936
H -11.2031 5.2984 -0.7466
H -11.9930 2.9280 -0.5903
H -8.6969 1.6705 -3.1616
H -7.9104 4.0283 -3.3115